{
  "formula": "C34H79Hg2N7O11",
  "method": "the ωB97M-V functional and the def2-TZVPD basis",
  "elements": ["Hg", "Hg", "C", "C", "C", "O", "C", "C", "C", "O", "O", "O", "H", "H", "C", "C", "C", "O", "C", "N", "H", "H", "H", "H", "H", "H", "H", "H", "H", "H", "H", "C", "C", "C", "O", "C", "N", "H", "H", "H", "H", "H", "H", "H", "H", "H", "H", "H", "C", "C", "C", "O", "C", "N", "H", "H", "H", "H", "H", "H", "H", "H", "H", "H", "H", "C", "C", "C", "O", "C", "N", "H", "H", "H", "H", "H", "H", "H", "H", "H", "H", "H", "C", "C", "C", "O", "C", "N", "H", "H", "H", "H", "H", "H", "H", "H", "H", "H", "H", "C", "C", "C", "O", "C", "N", "H", "H", "H", "H", "H", "H", "H", "H", "H", "H", "H", "C", "C", "C", "O", "C", "N", "H", "H", "H", "H", "H", "H", "H", "H", "H", "H", "H"],
  "xyz": [[-2.4295, 7.3383, 3.1595], [-2.9725, -5.7960, -3.9992], [-2.5715, 0.0917, 3.0951], [-2.5474, 1.4841, 2.7060], [-2.3891, 1.8919, 1.1246], [-2.2938, 3.0678, 0.7763], [-2.1955, 0.7732, 0.2611], [-2.2423, -0.5409, 0.6916], [-2.5476, -0.8366, 2.1389], [-2.9842, -2.0175, 2.5436], [-1.9950, -1.4276, -0.2017], [-2.6092, 2.4349, 3.5220], [-2.7107, -0.1537, 4.1376], [-1.9711, 0.9156, -0.7857], [9.3555, 2.3108, -6.8468], [7.9542, 2.9988, -6.9280], [6.9927, 2.9604, -5.6817], [6.7774, 1.7256, -5.0066], [5.9594, 1.8089, -3.9256], [8.0680, 4.3011, -7.5819], [10.0771, 2.9360, -6.3211], [9.7766, 2.1040, -7.8306], [9.2532, 1.4150, -6.2341], [7.5567, 2.4535, -7.7840], [6.0849, 3.4642, -6.0137], [7.3565, 3.5605, -4.8476], [6.2225, 2.6715, -3.3134], [5.9840, 0.9578, -3.2450], [5.0493, 2.1888, -4.3897], [8.5749, 4.4042, -8.4494], [7.1541, 4.6340, -7.8539], [1.2144, -8.9223, -6.0695], [1.6410, -8.0750, -4.7701], [1.9400, -6.6069, -5.1592], [0.7527, -6.1367, -5.7757], [1.0681, -5.0568, -6.5863], [0.4684, -8.0886, -3.9347], [2.0325, -9.1517, -6.7524], [0.4428, -8.4281, -6.6597], [0.7819, -9.8641, -5.7317], [2.5273, -8.5402, -4.3389], [2.9181, -6.4566, -5.6162], [2.0099, -6.0380, -4.2321], [0.1705, -4.5519, -6.9436], [1.5193, -5.3667, -7.5289], [1.6898, -4.3234, -6.0728], [0.7633, -7.9639, -2.9768], [0.2453, -9.0715, -3.8705], [-1.8001, 1.6144, 11.8657], [-2.9044, 2.6614, 12.3656], [-2.3008, 4.0497, 12.6558], [-1.2785, 4.0235, 13.5939], [-1.7906, 4.0593, 14.9667], [-3.9200, 2.6757, 11.2718], [-2.3316, 0.6677, 11.7693], [-0.9298, 1.6463, 12.5212], [-1.6439, 2.0105, 10.8623], [-3.4138, 2.2889, 13.2543], [-2.9936, 4.8718, 12.8355], [-1.7384, 4.3037, 11.7573], [-2.6436, 4.7153, 15.1404], [-1.0160, 4.5051, 15.5907], [-2.0017, 3.0426, 15.2979], [-4.0203, 1.7456, 10.8909], [-3.6295, 3.0607, 10.3844], [-7.2752, -7.8866, 0.6019], [-6.8439, -7.3757, -0.7448], [-7.6357, -6.0804, -1.1280], [-7.0300, -5.5018, -2.2501], [-7.4986, -4.1944, -2.6493], [-5.4330, -6.9889, -0.5034], [-7.1263, -7.1826, 1.4207], [-6.6581, -8.7212, 0.9344], [-8.3107, -8.1713, 0.7889], [-6.9292, -8.2183, -1.4310], [-7.5283, -5.3693, -0.3089], [-8.6647, -6.2605, -1.4391], [-8.5859, -4.1781, -2.7245], [-7.2186, -4.0169, -3.6877], [-7.0903, -3.4563, -1.9589], [-4.9615, -7.8164, -0.1672], [-5.2676, -6.2675, 0.1838], [2.7559, 9.6139, 0.2819], [1.8104, 8.7267, 1.0539], [2.5748, 8.0186, 2.2301], [1.7924, 7.1386, 2.9081], [2.3964, 6.3158, 3.9375], [0.7021, 9.4866, 1.6326], [3.5223, 8.9213, -0.0661], [3.1710, 10.4737, 0.8078], [2.2618, 9.9663, -0.6235], [1.4154, 7.9165, 0.4410], [2.7557, 8.9073, 2.8347], [3.5662, 7.7145, 1.8942], [1.6373, 5.8480, 4.5645], [2.8763, 6.9626, 4.6720], [3.1321, 5.5941, 3.5827], [0.2098, 9.8398, 0.8245], [1.0810, 10.3502, 1.9940], [3.9810, -5.9277, 3.5758], [3.7424, -6.9017, 2.4560], [4.6321, -8.2285, 2.2701], [4.1866, -9.1893, 3.1707], [4.6856, -10.5072, 3.1584], [2.3470, -7.3501, 2.5572], [4.9995, -5.5450, 3.5094], [3.9665, -6.3905, 4.5625], [3.2736, -5.0993, 3.5378], [3.8115, -6.3568, 1.5145], [5.7029, -8.0330, 2.3271], [4.5337, -8.7331, 1.3089], [4.2533, -11.0952, 3.9681], [5.7709, -10.5706, 3.0797], [4.3937, -10.9263, 2.1955], [2.3115, -7.9119, 3.3957], [1.7303, -6.5528, 2.6226], [-4.9858, 5.3780, -6.6900], [-4.0640, 6.5022, -6.1614], [-3.6929, 7.6252, -7.2107], [-2.7801, 8.5227, -6.6736], [-1.5357, 8.0265, -6.4030], [-4.8701, 7.0159, -5.0960], [-4.4735, 4.8718, -7.5082], [-5.9579, 5.7588, -7.0031], [-5.1420, 4.5608, -5.9859], [-3.1724, 6.0642, -5.7126], [-4.6145, 8.1772, -7.3952], [-3.2105, 7.2668, -8.1201], [-1.6116, 7.7104, -5.3627], [-0.9320, 8.9331, -6.4448], [-1.2577, 7.1940, -7.0494], [-4.3988, 7.8730, -4.8443], [-4.7923, 6.3104, -4.3775]],
  "atomic_forces_ev_per_a": [[0.1898, 0.0585, -0.0689], [0.1323, -0.0892, -0.0223], [0.1928, 3.8190, 1.2950], [0.0811, 4.1496, 0.5062], [0.2768, 1.3301, 1.7400], [-0.3712, -1.9429, 0.7060], [-0.0480, 1.2494, -0.1812], [1.0583, -3.6420, -2.3041], [-2.2584, -7.6093, -0.7093], [1.8822, 3.6256, -2.1039], [-0.9673, 1.7501, 3.0626], [0.1134, -2.7308, -1.9401], [0.0443, -0.1474, 0.0515], [-0.0106, 0.1723, -0.1238], [-0.5764, 0.7195, 1.2678], [1.3910, -1.4556, -1.3212], [0.8750, 0.7149, 0.5730], [2.4903, -1.3748, -2.9826], [-0.9906, 2.2829, 0.4207], [-1.0010, 1.1716, 0.9793], [-0.0181, 0.2231, 0.0547], [-0.2861, -0.1396, 0.0307], [0.0449, -0.2125, -0.3559], [-1.0880, -1.0703, 0.4200], [-0.6295, -0.3221, 0.0022], [0.5720, 0.8878, -0.3996], [0.4993, 0.2575, 0.5128], [-0.3518, -0.2911, -0.7688], [-1.3330, -0.9036, 0.9009], [0.7907, -0.7821, 0.2447], [-0.3795, 0.2963, 0.4137], [0.4667, 0.5433, 0.8452], [-0.3169, 0.0395, -3.2596], [-0.9564, -0.9740, 1.7985], [0.9114, -0.0475, -0.4132], [-0.5056, 0.9052, -1.1101], [0.2836, -0.9702, 1.2535], [0.1960, 0.0777, 0.2327], [0.0488, 0.2489, 0.2976], [0.1451, -0.1354, 0.0093], [0.1189, 0.0181, 0.2480], [-0.3594, -0.1147, -0.9953], [0.2179, 0.0892, 0.4609], [-0.3405, -0.0251, 0.4691], [0.6143, -0.1837, 0.0283], [0.1736, 0.0795, -0.0089], [-0.0053, 0.8747, 0.4744], [-0.8677, -0.3311, -0.2976], [-1.5978, 1.7611, 0.5033], [0.0081, -0.5991, -0.8937], [0.6171, -0.4308, -1.6827], [-0.6773, 0.2131, 2.3351], [1.0387, -0.0292, -0.4713], [0.1153, -0.0636, 0.1687], [0.5303, -0.2223, 0.2661], [0.0118, -0.3522, -0.2589], [0.8594, -0.3366, -0.0270], [-0.0163, -0.1153, 0.0463], [-0.4761, -0.2857, 0.1378], [-0.2502, 0.2557, -0.5162], [-0.3338, -0.0977, -0.6444], [0.2547, -0.3490, -0.1188], [-0.1161, 0.0643, 0.1201], [-0.5577, -0.7998, 0.8523], [0.5869, 1.3898, 0.1923], [-0.8634, -0.4796, 1.9454], [-0.0900, 1.7286, 1.2367], [0.8224, -0.5587, -0.6570], [0.7245, 0.6571, -1.4596], [-0.1081, -1.2955, 0.1118], [0.1142, -0.7958, -1.2075], [0.2462, 0.6218, -0.2604], [-0.0441, -0.3112, -0.3583], [-0.2621, -0.2584, -0.7501], [0.2615, 0.5065, -0.5371], [-0.4655, -0.0726, 0.4896], [-0.3487, -0.2734, 0.7755], [-0.2527, 0.1007, 0.6273], [0.6616, -0.0642, 0.2252], [-0.2280, 0.2533, -0.1229], [0.3800, -0.0501, -0.0677], [-0.5021, 0.2751, 0.0123], [0.1196, -0.8337, -0.9683], [0.1611, -1.0915, 1.6971], [0.3779, 2.6761, -0.7731], [-0.8041, -2.2846, 0.8101], [0.0176, 1.3642, 0.2136], [-0.1189, -0.0049, -0.8883], [0.5565, 0.4408, -0.0862], [0.0037, -0.2452, 0.2418], [-0.0677, 0.2131, 0.0344], [-0.2088, 0.2046, -0.3047], [0.4673, 0.1641, 0.7815], [-0.0308, -0.7857, -0.0608], [-0.3757, -0.2321, -0.7619], [0.4708, 0.2735, -0.1306], [-0.1625, -0.0090, -0.3322], [-0.8072, -0.0710, -0.1338], [0.2132, 0.1439, 0.7299], [1.6006, -0.0785, 0.7303], [-0.5650, -1.7219, -1.4032], [-0.3141, 0.3570, 0.0451], [-0.5068, 0.3785, 2.2820], [0.1415, 0.2486, -1.6925], [0.6195, -0.1694, -0.1581], [0.0690, 0.3883, -0.1577], [-0.4226, -0.1728, -0.0057], [0.0567, -0.0760, -0.0332], [0.2521, 0.0249, -0.1427], [0.2371, 0.2912, 0.5447], [-0.4826, 0.7850, -0.8088], [0.1860, 0.3552, -0.0122], [0.2639, 0.2333, 0.7600], [-0.4055, -0.5283, -0.1313], [-0.5345, -0.2688, 0.0789], [-0.1945, -0.0514, 0.0979], [1.3547, -0.3724, -1.1368], [-1.3715, -1.1620, -1.3596], [-0.3806, -1.0195, 1.0222], [-1.9378, 1.4378, -0.3443], [0.2862, 0.4125, 1.0848], [0.7521, 1.2589, 0.2084], [-0.2393, 0.0032, -0.4581], [0.1912, 0.0858, -0.0305], [-0.0321, 0.3273, 0.4824], [0.5868, -0.1283, -0.4827], [0.0676, -0.0148, -0.3328], [-0.5790, -0.6825, -0.2442], [0.8593, -0.5151, 0.2630], [0.8030, -0.5684, -0.1359], [0.3630, 0.1413, -0.1521], [-0.3223, 0.4200, 0.9968], [-0.4064, 0.3829, 0.6131]],
  "lumo_energy_ev": -10.893,
  "total_charge": 2,
  "mol_weight_g_mol": 1163.224,
  "de_lowest_kcal_mol": 396.9
}